No. 1
21
Properties=species:S:1:pos:R:3:forces:R:3 method="wB97M-V/def2-TZVPD" spin_multiplicity=1 de_lowest_kj_mol=63.0 e_homo_ev=-9.12 energy_ev=-7485.641 gap_ha=0.3777
C 0.68440 -2.58799 -0.44501 -0.012 0.110 0.004
C 1.57324 -1.57669 0.20616 0.153 -0.130 0.065
C 1.51690 -0.25916 0.07795 0.061 0.140 -0.218
C 0.52417 0.50277 -0.74082 0.036 0.057 0.146
C -0.40512 1.40475 0.10017 -0.174 -0.141 0.009
C -0.70999 0.80067 1.46892 0.064 0.223 -0.155
C -1.70684 1.63061 -0.66729 0.273 0.240 0.125
H 1.27080 -3.44723 -0.76358 -0.014 -0.095 -0.058
H -0.06139 -2.94410 0.26548 -0.095 -0.112 0.029
H 0.16431 -2.18464 -1.30902 -0.065 -0.062 -0.060
H 2.33175 -2.00400 0.85068 0.122 0.083 0.104
H 2.23669 0.35177 0.60892 0.130 -0.030 0.138
H 1.05931 1.12957 -1.46029 -0.077 -0.036 -0.092
H -0.09424 -0.19287 -1.30614 -0.045 0.010 -0.080
H 0.08627 2.37167 0.25753 -0.007 -0.045 -0.022
H -1.42697 1.42334 2.00041 -0.090 0.032 0.080
H 0.19066 0.72417 2.07210 0.019 -0.071 0.113
H -1.13299 -0.19553 1.35862 -0.061 -0.160 0.028
H -2.24551 0.69097 -0.77494 -0.067 -0.113 -0.031
H -2.34891 2.33312 -0.13985 -0.109 0.068 0.010
H -1.50654 2.02881 -1.65999 -0.041 0.033 -0.136

=====

No. 2
21
Properties=species:S:1:pos:R:3:forces:R:3 method="wB97M-V/def2-TZVPD" spin_multiplicity=1 de_lowest_kj_mol=294.9 e_homo_ev=-8.67 energy_ev=-7483.238 gap_ha=0.3545
C -2.29153 -1.81539 -0.58147 -0.464 0.635 -0.068
C -1.38318 -0.66068 -0.51662 -0.156 1.161 -2.872
C -0.63025 -0.02091 0.35390 0.400 0.518 -1.804
C -0.66796 -0.26857 1.75576 -1.783 2.875 3.163
C 0.14744 1.18103 -0.19467 -1.713 0.252 -3.302
C 1.53750 1.04235 -0.82733 -0.864 -1.112 -1.965
C 2.61449 0.51060 0.01220 1.995 1.606 0.901
H -2.17527 -2.29772 0.33173 0.324 -2.041 1.307
H -1.90763 -2.26457 -1.49165 -0.479 -1.218 0.285
H -3.39318 -1.68795 -0.64569 0.689 0.665 -0.370
H -1.21271 -0.33659 -1.55709 -0.091 0.386 0.405
H 0.29802 -0.20230 2.21496 0.609 0.279 0.378
H -1.09960 -1.19887 2.09912 -0.470 -0.101 -0.165
H -1.34431 0.72310 2.19383 1.822 -2.876 -0.604
H -0.43111 1.48408 -1.15013 0.503 -0.787 1.131
H -0.12278 2.09438 0.27250 0.675 0.823 1.689
H 1.36587 0.15527 -1.62122 0.349 2.514 0.824
H 1.91802 2.06928 -1.21554 -1.079 -1.869 -0.054
H 3.56469 0.54859 -0.56926 -0.597 -1.141 0.137
H 2.34097 -0.44777 0.48950 0.658 0.610 0.029
H 2.87252 1.39266 0.64719 -0.328 -1.179 0.955

=====

No. 3
21
Properties=species:S:1:pos:R:3:forces:R:3 method="wB97M-V/def2-TZVPD" spin_multiplicity=1 de_lowest_kj_mol=86.7 e_homo_ev=-10.25 energy_ev=-7485.396 smiles=C[C@@H]1[C@H](C)C[C@@H]1C gap_ha=0.4198
C -0.33028 -1.74416 0.23956 -0.006 -0.025 0.028
C 0.70028 -0.63291 -0.01202 0.075 -0.176 0.080
C 0.65151 0.59480 0.95117 0.071 0.050 0.106
C 0.03223 0.50900 2.33315 -0.031 -0.028 0.021
C -0.10963 1.37708 -0.12896 -0.096 0.107 -0.019
C 0.40326 0.37209 -1.18214 -0.018 0.088 -0.178
C -0.51576 0.02099 -2.35590 0.049 -0.003 -0.016
H 0.12989 -2.73315 0.15942 -0.039 0.126 -0.007
H -1.15421 -1.72874 -0.47496 0.010 0.036 0.075
H -0.78406 -1.68338 1.23272 0.136 0.001 -0.076
H 1.69823 -1.08098 -0.06404 -0.154 0.042 -0.051
H 1.66957 0.99491 1.03731 -0.122 -0.044 -0.013
H -1.00777 0.16727 2.28236 0.136 0.052 0.035
H 0.58391 -0.17084 2.99287 -0.072 0.076 -0.088
H 0.02794 1.50135 2.80001 0.001 -0.149 -0.047
H 0.13431 2.43897 -0.25032 -0.087 -0.173 -0.074
H -1.19524 1.27435 0.00684 0.140 0.013 -0.008
H 1.36612 0.72617 -1.56995 -0.137 -0.037 0.080
H -1.09945 -0.88259 -2.17001 0.002 0.089 -0.010
H -1.23580 0.82662 -2.54047 0.152 -0.061 0.018
H 0.03495 -0.14686 -3.28663 -0.011 0.018 0.142

=====

No. 4
21
Properties=species:S:1:pos:R:3:forces:R:3 method="wB97M-V/def2-TZVPD" spin_multiplicity=1 de_lowest_kj_mol=164.8 e_homo_ev=-9.57 energy_ev=-7484.587 smiles="C=CC(C)C.C=C" gap_ha=0.3953
C 0.61395 -1.84553 0.61748 -0.124 0.030 -0.091
C -0.33827 -1.44191 -0.21862 0.109 -0.086 0.111
C -1.08736 -0.13946 -0.11270 0.037 0.000 0.044
C -0.97162 0.67948 -1.40217 0.032 0.030 -0.083
C -2.56002 -0.41786 0.20978 -0.080 -0.007 0.023
H 1.10312 -2.81027 0.50895 -0.087 0.136 -0.020
H 0.94443 -1.21684 1.44285 -0.081 -0.083 -0.124
H -0.64335 -2.09562 -1.03984 0.049 0.080 0.100
H -0.64421 0.43943 0.70957 -0.060 -0.094 -0.103
H -1.43356 0.14962 -2.24478 0.058 0.045 0.127
H -1.48193 1.64436 -1.29607 0.071 -0.151 -0.013
H 0.07440 0.87288 -1.66258 -0.169 -0.062 0.028
H -3.12406 0.51524 0.32224 0.094 -0.120 -0.019
H -3.02514 -0.99353 -0.60098 0.065 0.075 0.120
H -2.65860 -0.99749 1.13328 0.007 0.096 -0.122
C 2.82324 0.67920 0.05674 -0.057 0.160 -0.012
C 2.28104 1.89166 0.05214 0.075 -0.116 -0.007
H 3.62544 0.41601 0.74278 -0.113 0.064 -0.091
H 2.48053 -0.10555 -0.61321 0.050 0.163 0.086
H 1.47954 2.15564 -0.63394 0.142 -0.039 0.123
H 2.61458 2.67303 0.73016 -0.016 -0.123 -0.075